The following is a DFT calculation (ωB97M-V/def2-TZVPD) of a structure of composition C29H14BBr4F4N3O4STa.

XYZ file:
```
61
C29H14BBr4F4N3O4STa | OMol25 | ωB97M-V/def2-TZVPD
Ta 0.790 -0.484 -0.001
Br 1.937 -2.022 6.789
C 1.164 -1.891 5.073
C -0.068 -2.489 4.804
Br -0.983 -3.449 6.146
C -0.641 -2.379 3.531
Br -2.299 -3.136 3.074
C 0.031 -1.678 2.549
O -0.387 -1.466 1.304
C 1.275 -1.092 2.813
O 1.786 -0.476 1.763
C 1.841 -1.186 4.070
Br 3.502 -0.347 4.336
O -0.519 -3.989 -1.192
C -0.591 -2.812 -1.425
O 0.420 -1.969 -1.188
C -1.772 -2.200 -2.103
C -2.456 -3.024 -2.997
C -3.534 -2.556 -3.721
C -3.945 -1.238 -3.538
C -3.287 -0.420 -2.641
C -2.191 -0.879 -1.897
S -1.539 0.248 -0.716
H -2.109 -4.044 -3.104
H -4.049 -3.202 -4.420
H -4.786 -0.848 -4.097
H -3.616 0.601 -2.491
N 3.348 9.233 -2.965
C 3.025 8.172 -2.665
C 2.615 6.845 -2.289
C 3.564 5.908 -1.887
C 3.162 4.633 -1.528
C 1.817 4.286 -1.565
C 0.871 5.225 -1.964
C 1.265 6.501 -2.327
C 1.390 2.912 -1.171
C 0.920 2.759 0.144
C 0.698 3.785 1.082
C 0.097 3.202 2.187
C -0.026 1.842 1.894
N 0.464 1.565 0.678
C 1.446 1.938 -2.144
C 1.769 2.135 -3.521
C 1.611 0.927 -4.141
C 1.203 0.014 -3.134
N 1.097 0.599 -1.957
H 4.610 6.183 -1.858
H 3.890 3.896 -1.214
H -0.175 4.947 -1.988
H 0.536 7.235 -2.641
H 0.947 4.824 0.941
H -0.221 3.684 3.096
H -0.440 1.060 2.514
H 2.062 3.075 -3.962
H 1.763 0.692 -5.181
H 1.014 -1.041 -3.245
F 4.897 -1.188 -0.173
B 3.651 -1.405 -0.666
F 3.584 -1.577 -2.025
F 2.852 -0.091 -0.387
F 2.893 -2.340 0.024
```

Summary:
- total charge = -1
- HOMO-LUMO gap (eV) = 6.5
- energy above the lowest of the compared OMol25 structures with the same formula, charge and spin (kJ/mol) = 64.04
- E_HOMO (eV) = -5.46
- energy (eV) = -347077.8257
- E_LUMO (eV) = 0.988

---

The following is a DFT calculation (ωB97M-V/def2-TZVPD) of a structure of composition C38H36N7OP2Se2Zr.

XYZ file:
```
87
C38H36N7OP2Se2Zr | OMol25 | ωB97M-V/def2-TZVPD
Zr -2.388 0.834 0.097
O -1.566 2.909 -0.570
C -1.663 4.003 0.425
C -3.093 4.469 0.481
C -4.074 3.278 0.532
C -4.431 2.806 -0.874
C -5.295 3.560 -1.640
C -5.524 3.203 -2.962
C -4.883 2.092 -3.489
C -4.043 1.368 -2.675
N -3.823 1.712 -1.388
H -0.889 3.094 -1.236
H -0.952 4.780 0.156
H -1.333 3.577 1.374
H -3.356 5.073 -0.387
H -3.202 5.100 1.364
H -4.985 3.552 1.064
H -3.643 2.476 1.177
H -5.783 4.423 -1.206
H -6.196 3.791 -3.572
H -5.029 1.788 -4.516
H -3.532 0.486 -3.039
Se 3.417 1.628 -2.088
P 3.575 0.840 -0.153
C 4.468 1.831 1.039
C 5.448 2.685 0.538
C 6.239 3.418 1.413
C 6.050 3.306 2.780
C 5.066 2.463 3.286
C 4.277 1.728 2.421
C 4.225 -0.843 -0.042
C 4.415 -1.588 -1.204
C 4.975 -2.858 -1.135
C 5.362 -3.382 0.090
C 5.193 -2.636 1.254
C 4.630 -1.373 1.188
C 1.838 0.742 0.498
C 0.756 0.048 0.037
N -0.352 0.646 0.602
N 0.072 1.666 1.390
N 1.347 1.716 1.362
P 0.356 -1.536 -0.664
Se -1.708 -1.071 -1.509
C 0.387 -2.675 0.682
C -0.623 -2.706 1.638
C -0.474 -3.440 2.799
C 0.710 -4.138 3.017
C 1.735 -4.083 2.087
C 1.596 -3.344 0.919
C 1.241 -2.085 -2.058
C 1.540 -1.135 -3.046
C 2.153 -1.541 -4.215
C 2.438 -2.889 -4.409
C 2.101 -3.837 -3.449
C 1.494 -3.449 -2.269
H 5.590 2.777 -0.531
H 7.001 4.079 1.023
H 6.667 3.878 3.460
H 4.914 2.385 4.354
H 3.506 1.090 2.833
H 4.160 -1.144 -2.162
H 5.143 -3.424 -2.042
H 5.826 -4.358 0.138
H 5.530 -3.027 2.205
H 4.541 -0.793 2.094
H -1.543 -2.160 1.484
H -1.272 -3.478 3.528
H 0.832 -4.720 3.921
H 2.659 -4.615 2.259
H 2.427 -3.301 0.226
H 1.340 -0.085 -2.883
H 2.413 -0.813 -4.970
H 2.922 -3.204 -5.324
H 2.310 -4.883 -3.625
H 1.217 -4.198 -1.541
N -7.771 0.076 1.323
C -6.575 -0.516 1.191
C -5.388 0.225 1.052
N -4.194 -0.374 0.934
C -4.174 -1.723 0.957
C -5.360 -2.430 1.077
N -6.541 -1.852 1.176
H -7.877 1.066 1.450
H -8.582 -0.508 1.458
H -5.418 1.303 1.082
H -3.236 -2.238 0.860
H -5.334 -3.513 1.081
```

Summary:
- total charge = +3
- HOMO-LUMO gap (eV) = 4.5
- energy above the lowest of the compared OMol25 structures with the same formula, charge and spin (kJ/mol) = 137.24
- E_HOMO (eV) = -14.51
- energy (eV) = -202996.7339
- E_LUMO (eV) = -10.043

---

The following is a DFT calculation (ωB97M-V/def2-TZVPD) of a structure of composition C5H7NO.

XYZ file:
```
14
C5H7NO | OMol25 | ωB97M-V/def2-TZVPD
O 0.977 1.632 0.339
C 1.125 0.517 -0.126
C 2.101 -0.462 -0.012
N -0.167 -1.072 0.267
C -1.150 -0.195 0.944
C -1.437 0.532 -0.383
C -0.209 -0.234 -0.841
H 2.003 -1.401 -0.539
H 3.082 -0.184 0.365
H -0.679 0.451 1.694
H -1.947 -0.786 1.405
H -1.355 1.619 -0.393
H -2.348 0.190 -0.876
H 0.003 -0.607 -1.844
```

Summary:
- HOMO-LUMO gap (alpha / beta) (eV) = 8.0 / 7.6
- energy above the lowest of the compared OMol25 structures with the same formula, charge and spin (kJ/mol) = 450.85
- E_HOMO (alpha / beta) (eV) = -8.81 / -8.61
- energy (eV) = -8831.5301
- E_LUMO (alpha / beta) (eV) = -0.809 / -1.041

---

The following is a DFT calculation (ωB97M-V/def2-TZVPD) of a structure of composition C6H7N in a non-equilibrium geometry.

XYZ file:
```
14
C6H7N | OMol25 | ωB97M-V/def2-TZVPD
C -0.001 1.722 -0.056
C -2.328 0.514 0.233
C -1.261 0.991 -0.378
C 0.626 0.556 -0.310
C -1.833 -0.859 -0.134
C 2.046 -0.018 -0.344
N -0.773 -0.264 -0.862
H 0.024 2.671 0.349
H -2.989 1.037 0.808
H -1.587 -1.312 0.826
H -2.518 -1.364 -0.838
H 2.371 0.099 -1.426
H 1.989 -1.127 -0.016
H 2.553 0.630 0.385
```

Summary:
- HOMO-LUMO gap (eV) = 9.1
- energy above the lowest of the compared OMol25 structures with the same formula, charge and spin (kJ/mol) = 599.84
- E_HOMO (eV) = -8.18
- energy (eV) = -7819.4303
- E_LUMO (eV) = 0.943